Entry 1:
63
Properties=species:S:1:pos:R:3 method="wB97M-V/def2-TZVPD" orbital_gap_ev="6.0 / 6.0" s2=0.756 total_charge=+1 e_above_lowest_kj_mol=45.7 multiplicity=2 total_energy_ev=-221086.827 lumo_ev="-3.6 / -3.6"
Co 0.36 0.16 -0.60
N -1.93 -0.22 3.07
C -1.13 0.28 2.13
N -0.60 -0.42 1.17
C -0.89 -1.78 1.07
N -0.47 -2.49 0.07
N 0.20 -1.69 -0.84
C 0.66 -2.21 -1.91
C 1.25 -1.23 -2.85
C 1.82 -1.57 -4.06
C 2.29 -0.55 -4.87
C 2.17 0.77 -4.45
C 1.59 1.02 -3.21
N 1.16 0.05 -2.43
C -1.71 -2.40 2.11
C -2.01 -3.76 2.12
C -2.81 -4.28 3.11
C -3.33 -3.45 4.11
C -3.05 -2.10 4.11
C -2.24 -1.58 3.11
H -2.30 0.40 3.78
H -0.92 1.34 2.17
H 0.59 -3.27 -2.12
H 1.89 -2.61 -4.36
H 2.75 -0.77 -5.83
H 2.51 1.59 -5.06
H 1.48 2.03 -2.82
H -1.61 -4.39 1.34
H -3.04 -5.34 3.12
H -3.96 -3.87 4.88
H -3.45 -1.46 4.88
Br 0.90 5.06 -0.12
C -0.65 4.10 -0.62
C -1.83 4.81 -0.91
C -2.97 4.16 -1.27
Br -4.53 5.16 -1.63
C -2.98 2.74 -1.38
C -4.10 1.97 -1.76
C -3.99 0.61 -1.85
C -2.75 0.01 -1.57
N -1.69 0.69 -1.20
C -1.78 2.05 -1.10
C -0.58 2.72 -0.68
O 0.49 2.04 -0.40
H -1.82 5.89 -0.83
H -5.04 2.46 -1.98
H -4.83 0.00 -2.14
H -2.63 -1.07 -1.65
C 3.78 -0.50 3.78
C 3.57 -0.23 2.33
C 4.42 0.19 1.34
C 3.64 0.27 0.17
N 2.38 -0.07 0.43
N 2.36 -0.37 1.75
C 4.11 0.70 -1.17
H 4.84 -0.39 4.03
H 3.48 -1.52 4.05
H 3.22 0.19 4.41
H 5.47 0.41 1.44
H 1.51 -0.71 2.16
H 5.20 0.74 -1.19
H 3.73 1.70 -1.42
H 3.79 0.01 -1.95



Entry 2:
17
Properties=species:S:1:pos:R:3 method="wB97M-V/def2-TZVPD" orbital_gap_ev=9.4 e_above_lowest_kj_mol=440.6 total_energy_ev=-10240.560 lumo_ev=0.8
C -0.79 -1.18 -1.37
C 1.42 0.37 1.16
N 1.36 1.77 0.80
N 0.93 0.39 -1.55
N 0.40 -0.45 0.53
N 0.25 -0.28 -0.74
O -2.27 -0.52 1.29
H -0.61 -2.11 -0.94
H -1.89 -0.93 -1.29
H -0.57 -1.25 -2.39
H 1.17 0.48 2.25
H 2.28 -0.10 0.81
H 1.80 1.86 -0.13
H -1.57 -0.39 1.95
H 0.63 0.23 -2.50
H 0.44 2.12 0.49
H -2.98 -0.01 1.63



Entry 3:
10
Properties=species:S:1:pos:R:3 method="wB97M-V/def2-TZVPD" orbital_gap_ev=13.3 total_charge=+1 e_above_lowest_kj_mol=78.8 total_energy_ev=-6248.604 lumo_ev=-3.7
O -1.02 1.59 -1.71
H -0.32 2.06 -2.20
H -1.10 0.91 -2.40
O 0.91 -1.80 1.37
H 1.04 -2.38 0.61
H 1.22 -2.30 2.12
O 0.01 0.29 0.41
H 0.55 -0.55 0.71
H -0.57 0.68 -0.31
H 0.14 0.96 1.08



Entry 4:
60
Properties=species:S:1:pos:R:3 method="wB97M-V/def2-TZVPD" orbital_gap_ev="7.4 / 6.4" s2=2.042 total_charge=+2 e_above_lowest_kj_mol=3.0 multiplicity=3 total_energy_ev=-44995.734 lumo_ev="-5.8 / -7.1"
Pd -0.19 0.00 0.41
C -0.60 -3.34 0.97
C 0.73 -2.91 0.39
N 1.25 -1.61 0.91
C 1.51 -1.76 2.37
C 2.10 -0.54 3.05
C 2.48 -1.28 0.16
C 2.77 0.20 0.00
N 1.57 0.89 -0.46
C 1.63 2.19 -0.83
C 0.43 2.77 -1.32
F -0.67 2.01 -1.42
C 0.36 4.09 -1.70
F -0.79 4.56 -2.17
C 1.47 4.91 -1.62
C 2.66 4.37 -1.14
F 3.74 5.13 -1.04
C 2.75 3.05 -0.77
F 3.92 2.60 -0.32
H -0.95 -4.22 0.42
H -1.36 -2.56 0.88
H -0.53 -3.63 2.01
H 0.66 -2.80 -0.69
H 1.49 -3.68 0.58
H 2.16 -2.63 2.51
H 0.55 -2.00 2.83
H 3.15 -0.39 2.78
H 2.08 -0.70 4.13
H 1.54 0.37 2.83
H 2.39 -1.73 -0.83
H 3.35 -1.76 0.63
H 3.59 0.32 -0.71
H 3.10 0.66 0.93
H 1.42 5.95 -1.91
C -1.25 0.30 4.39
Sb -1.87 0.31 2.36
C -2.91 2.16 2.33
C -3.49 -1.05 2.48
H -2.13 0.44 5.01
H -0.54 1.10 4.56
H -0.79 -0.65 4.63
H -3.71 2.13 3.07
H -3.34 2.34 1.34
H -2.23 2.96 2.57
H -4.20 -0.73 3.24
H -3.11 -2.04 2.73
H -4.00 -1.10 1.51
N -0.92 -0.98 -5.69
C -1.60 -1.30 -4.36
C -0.86 -0.66 -3.19
N -1.54 -0.89 -1.93
H -1.38 -1.44 -6.47
H 0.06 -1.27 -5.69
H -0.93 0.03 -5.88
H -1.62 -2.39 -4.30
H -2.62 -0.93 -4.46
H -0.79 0.42 -3.34
H 0.16 -1.04 -3.13
H -1.72 -1.87 -1.75
H -2.43 -0.40 -1.89



Entry 5:
50
Properties=species:S:1:pos:R:3 method="wB97M-V/def2-TZVPD" orbital_gap_ev=5.1 total_charge=+2 e_above_lowest_kj_mol=63.7 total_energy_ev=-147018.170 lumo_ev=-9.1
C -0.92 -0.62 -2.51
C 0.38 -0.11 -1.90
H -0.76 -1.67 -2.83
H -1.13 -0.03 -3.42
H -1.87 -0.65 -1.90
O 1.16 0.61 -2.55
Cl -3.99 0.99 0.28
Sc -1.80 0.52 -0.25
P -1.00 2.93 -1.15
C 0.59 3.41 -0.39
C -0.69 3.32 -2.91
H -0.15 4.26 -3.01
H -1.50 5.17 -0.35
H -1.66 3.40 -3.43
H -2.78 4.54 -1.45
H 1.41 2.91 -0.92
H -0.10 2.50 -3.36
C -2.09 4.29 -0.63
H 0.70 4.50 -0.46
H -2.68 3.94 0.23
H 0.60 3.10 0.66
P 1.20 -2.17 -0.08
C 1.63 -2.16 1.65
C -0.18 -3.28 -0.34
H 2.33 -3.37 -1.80
H 3.44 -2.81 -0.51
H 2.84 -1.65 -1.74
C 2.58 -2.53 -1.14
H -0.49 -3.29 -1.39
H 0.16 -4.29 -0.06
H 2.17 -3.09 1.87
H 0.72 -2.11 2.26
H -1.01 -2.98 0.30
H 2.26 -1.29 1.87
C 0.67 -0.46 -0.48
O 0.52 0.46 0.38
Br 1.05 1.04 3.58
C -0.35 0.06 4.39
C -0.28 -0.25 5.75
C -1.30 -1.00 6.36
C -2.39 -1.44 5.60
C -2.47 -1.14 4.24
C -1.46 -0.37 3.65
C -1.58 -0.01 2.21
O -1.77 -0.94 1.32
O -1.51 1.20 1.83
H 0.58 0.08 6.33
H -1.24 -1.23 7.42
H -3.19 -2.02 6.06
H -3.30 -1.48 3.62



Entry 6:
75
Properties=species:S:1:pos:R:3 method="wB97M-V/def2-TZVPD" orbital_gap_ev="6.9 / 5.5" s2=3.786 total_charge=+2 e_above_lowest_kj_mol=182.7 multiplicity=4 total_energy_ev=-145631.571 lumo_ev="-7.2 / -8.6"
Re 0.46 0.19 -0.58
C -3.11 0.25 2.59
C -2.07 -0.65 1.96
C -2.13 -2.08 2.51
O -2.25 -0.70 0.53
C -0.63 -0.16 2.31
O -0.35 0.20 3.41
O 0.30 -0.30 1.35
H -4.10 -0.18 2.43
H -3.08 1.25 2.16
H -2.94 0.34 3.66
H -3.08 -2.54 2.24
H -2.04 -2.05 3.59
H -1.31 -2.68 2.11
H -2.72 0.10 0.28
F -0.39 5.01 0.43
C -1.28 4.06 0.26
F -1.69 3.58 1.42
F -2.29 4.47 -0.46
S -0.49 2.64 -0.63
O 0.70 2.21 0.12
O -1.48 1.58 -0.69
N -0.14 3.24 -2.02
S 0.85 2.42 -2.92
O 0.69 2.58 -4.31
O 0.84 0.99 -2.47
C 2.55 3.08 -2.48
F 3.36 2.97 -3.50
F 3.05 2.36 -1.46
F 2.44 4.33 -2.09
C 0.90 -2.43 -3.11
As -0.26 -1.84 -1.66
C -1.91 -1.53 -2.63
C -0.69 -3.49 -0.62
C -0.83 -4.68 -1.52
C -2.09 -5.08 -1.96
C -2.23 -6.21 -2.75
C -1.12 -6.95 -3.11
C 0.15 -6.55 -2.69
C 0.29 -5.42 -1.90
H 0.44 -3.30 -3.59
H 1.90 -2.68 -2.77
H 0.96 -1.61 -3.83
H -2.01 -2.27 -3.42
H -1.87 -0.53 -3.08
H -2.76 -1.58 -1.96
H -1.63 -3.24 -0.14
H 0.08 -3.64 0.13
H -2.97 -4.51 -1.66
H -3.22 -6.53 -3.06
H -1.23 -7.83 -3.72
H 1.02 -7.13 -2.97
H 1.27 -5.13 -1.54
C 4.17 -0.78 -2.81
C 4.53 -0.36 -1.40
Sb 2.93 -0.60 0.03
C 3.39 0.31 1.94
C 4.73 -0.14 2.50
C 2.93 -2.75 0.34
C 4.29 -3.40 0.13
H 5.00 -0.56 -3.48
H 3.29 -0.25 -3.19
H 3.98 -1.86 -2.87
H 4.86 0.68 -1.35
H 5.33 -0.98 -0.99
H 2.55 0.04 2.58
H 3.36 1.39 1.77
H 4.80 -1.23 2.57
H 4.83 0.25 3.51
H 5.57 0.23 1.92
H 2.19 -3.16 -0.36
H 2.57 -2.92 1.35
H 4.66 -3.26 -0.89
H 4.22 -4.47 0.32
H 5.04 -2.99 0.82



Entry 7:
20
Properties=species:S:1:pos:R:3 method="wB97M-V/def2-TZVPD" orbital_gap_ev=9.2 smiles=NCCCCO.O e_above_lowest_kj_mol=236.7 total_energy_ev=-9941.743 lumo_ev=0.5
N -2.44 0.15 -1.20
C -1.01 0.39 -0.87
C -0.23 -0.86 -1.12
C 0.57 -1.38 0.03
C 1.68 -0.35 0.34
O 2.91 -0.93 0.14
H -2.68 0.28 -2.21
H -3.12 0.57 -0.54
H -0.65 1.23 -1.28
H -0.94 0.71 0.21
H 0.39 -0.75 -2.06
H -1.10 -1.64 -1.44
H 1.13 -2.26 -0.20
H 0.02 -1.61 0.97
H 1.69 0.00 1.38
H 1.57 0.72 -0.09
H 3.66 -0.55 0.83
O -0.72 1.88 2.18
H -0.78 2.85 2.42
H 0.05 1.55 2.50



Entry 8:
20
Properties=species:S:1:pos:R:3 method="wB97M-V/def2-TZVPD" orbital_gap_ev=9.2 smiles="C=C(C)N.CC(N)=O" e_above_lowest_kj_mol=96.3 total_energy_ev=-10407.426 lumo_ev=0.8
C 0.08 2.04 -0.80
C -0.96 2.16 0.03
C -1.67 3.45 0.24
N -1.41 1.06 0.77
H 0.62 1.12 -0.96
H 0.49 2.90 -1.32
H -1.72 3.70 1.30
H -2.73 3.38 -0.05
H -1.19 4.25 -0.31
H -2.32 1.17 1.18
H -1.31 0.18 0.31
C 0.63 -2.72 1.17
C 1.00 -2.25 -0.22
N 1.90 -1.20 -0.24
O 0.58 -2.76 -1.23
H 1.17 -2.20 1.96
H 0.85 -3.78 1.28
H -0.45 -2.60 1.27
H 2.03 -0.79 -1.15
H 1.87 -0.56 0.53



Entry 9:
59
Properties=species:S:1:pos:R:3 method="wB97M-V/def2-TZVPD" orbital_gap_ev="9.7 / 5.5" s2=6.017 total_charge=+4 e_above_lowest_kj_mol=97.5 multiplicity=5 total_energy_ev=-35676.215 lumo_ev="-11.8 / -16.0"
Pd 0.31 0.72 -0.58
C 0.80 2.98 1.53
N 0.46 1.54 1.67
C 1.56 0.72 2.21
C 2.71 0.71 1.25
C 4.03 0.85 1.63
C 5.02 0.82 0.64
C 4.65 0.67 -0.69
C 3.31 0.54 -1.00
N 2.37 0.55 -0.04
C -0.84 1.25 2.33
C -1.98 1.19 1.35
C -3.27 1.52 1.70
C -4.28 1.39 0.74
C -3.97 0.94 -0.53
C -2.65 0.62 -0.81
N -1.69 0.74 0.12
C 0.45 3.59 0.19
C 0.36 4.96 0.06
C 0.14 5.51 -1.20
C 0.02 4.68 -2.30
C 0.12 3.31 -2.11
N 0.33 2.79 -0.88
H 1.88 3.09 1.68
H 0.30 3.53 2.33
H 1.19 -0.30 2.35
H 1.85 1.10 3.19
H 4.30 0.98 2.67
H 6.06 0.94 0.91
H 5.39 0.65 -1.48
H 2.99 0.41 -2.03
H -1.03 2.01 3.09
H -0.76 0.29 2.84
H -3.50 1.88 2.69
H -5.30 1.65 1.00
H -4.72 0.83 -1.30
H -2.36 0.26 -1.79
H 0.47 5.60 0.93
H 0.07 6.59 -1.32
H -0.14 5.06 -3.30
H 0.04 2.62 -2.94
C -1.09 -4.75 -2.21
C -0.88 -4.61 -0.70
C -2.27 -4.58 0.02
C -0.04 -5.75 -0.09
N -0.18 -3.36 -0.37
N -0.03 -2.28 -1.20
H -1.46 -5.76 -2.40
H -0.15 -4.64 -2.77
H -1.84 -4.07 -2.60
H -2.71 -5.56 -0.13
H -2.91 -3.82 -0.42
H -2.15 -4.40 1.09
H -0.46 -6.69 -0.45
H -0.11 -5.75 1.00
H 1.00 -5.70 -0.39
H 0.44 -3.37 0.44
H -0.73 -2.38 -1.94
H 0.89 -2.33 -1.65



Entry 10:
121
Properties=species:S:1:pos:R:3 method="wB97M-V/def2-TZVPD" orbital_gap_ev=8.3 total_charge=+1 total_energy_ev=-159937.843 lumo_ev=-3.3
C 5.90 4.63 4.69
C 5.41 3.46 5.32
C 4.22 2.71 4.60
O 3.63 1.71 5.44
C 3.08 0.64 4.69
Br 1.79 -0.43 5.78
C 2.31 1.24 3.43
N 3.39 1.67 2.45
C 4.60 2.23 3.15
C 5.86 1.30 3.06
O 6.23 0.71 4.29
O 7.34 -0.13 4.16
H 6.95 4.64 4.30
H 5.18 5.48 4.61
H 5.83 3.04 6.26
H 3.42 3.51 4.47
H 3.85 -0.11 4.36
H 1.68 0.44 2.96
H 1.69 2.13 3.71
H 2.94 2.37 1.85
H 3.61 0.87 1.84
H 4.86 3.17 2.58
H 6.72 1.84 2.55
H 5.61 0.44 2.35
H 7.72 -0.09 3.26
C -1.23 6.55 7.11
O -0.25 5.68 6.53
C -0.08 4.53 7.19
O -0.66 4.20 8.18
O 0.86 3.82 6.55
C 1.14 2.56 7.14
H -1.28 7.44 6.49
H -2.21 6.07 7.11
H -0.94 6.84 8.12
H 0.26 1.92 7.15
H 1.53 2.68 8.16
H 1.91 2.08 6.54
C 3.68 2.58 -4.12
O 3.43 2.07 -2.81
C 3.90 0.84 -2.60
O 4.49 0.17 -3.38
O 3.59 0.50 -1.34
C 4.04 -0.81 -0.97
H 3.26 3.58 -4.18
H 4.75 2.65 -4.31
H 3.20 1.95 -4.88
H 5.12 -0.87 -1.03
H 3.57 -1.57 -1.60
H 3.73 -0.98 0.06
C -0.20 3.90 -1.84
O -1.03 4.37 -0.78
C -0.58 4.08 0.44
O 0.44 3.49 0.70
O -1.45 4.57 1.33
C -1.08 4.34 2.69
H -0.66 4.19 -2.78
H 0.79 4.37 -1.78
H -0.11 2.82 -1.81
H -0.13 4.82 2.93
H -1.03 3.27 2.90
H -1.86 4.77 3.32
C 4.09 -4.12 -3.58
O 2.76 -4.11 -3.07
C 2.10 -5.26 -3.24
O 2.54 -6.25 -3.75
O 0.88 -5.12 -2.72
C 0.06 -6.29 -2.83
H 4.52 -3.13 -3.40
H 4.70 -4.86 -3.07
H 4.09 -4.30 -4.66
H 0.51 -7.12 -2.28
H -0.10 -6.55 -3.87
H -0.91 -6.06 -2.38
C -7.88 2.70 3.36
O -7.31 3.67 2.48
C -5.97 3.68 2.47
O -5.25 2.97 3.12
O -5.58 4.63 1.62
C -4.16 4.75 1.51
H -8.96 2.77 3.29
H -7.58 1.69 3.06
H -7.59 2.89 4.39
H -3.72 3.83 1.14
H -3.73 5.03 2.47
H -3.95 5.55 0.80
C 1.64 -1.73 -9.84
O 0.84 -1.87 -8.66
C 1.29 -2.79 -7.81
O 2.27 -3.47 -7.96
O 0.46 -2.82 -6.76
C 0.83 -3.78 -5.77
H 1.18 -0.95 -10.46
H 2.65 -1.41 -9.58
H 1.66 -2.66 -10.41
H 1.81 -3.54 -5.35
H 0.81 -4.79 -6.18
H 0.09 -3.72 -4.97
C -11.47 -1.51 3.80
O -11.17 -0.26 3.17
C -12.16 0.22 2.42
O -13.23 -0.30 2.24
O -11.76 1.38 1.89
C -12.72 2.01 1.05
H -10.59 -1.80 4.39
H -12.32 -1.40 4.48
H -11.66 -2.28 3.06
H -13.62 2.25 1.61
H -12.97 1.37 0.19
H -12.29 2.93 0.68
C 0.81 -11.21 -7.22
O 2.06 -10.59 -6.93
C 2.02 -9.25 -6.89
O 1.04 -8.58 -7.07
O 3.24 -8.81 -6.61
C 3.34 -7.38 -6.54
H 0.97 -12.28 -7.23
H 0.08 -10.97 -6.45
H 0.45 -10.90 -8.20
H 2.70 -7.00 -5.74
H 3.08 -6.93 -7.49
H 4.37 -7.13 -6.31